Molecular formula: C40H96O2S2
Method: DFT, ωB97M-V/def2-TZVPD

Atoms and positions in Å:
C -27.55 13.46 4.25
H -8.85 0.22 5.68
H -28.83 15.67 2.80
S -23.75 -5.25 15.45
C -19.49 -2.48 21.47
H -31.12 6.07 4.73
H -10.47 0.47 5.41
H -23.51 7.63 18.50
H -33.21 6.30 5.16
C -23.14 -1.17 22.03
C -28.01 13.63 2.79
C -20.92 4.62 10.89
H -11.42 2.01 8.63
H -22.97 -0.17 21.64
H -27.04 15.60 2.49
C -10.01 1.55 7.09
C -23.68 13.82 20.70
H -25.22 0.29 22.08
H -24.71 -1.52 20.40
H -18.49 -2.07 21.45
H -20.48 6.95 9.15
H -22.20 7.46 9.13
H -21.07 4.04 9.98
H -23.79 -7.34 16.62
H -13.85 4.85 6.14
H -26.06 9.24 19.34
O -21.15 7.03 0.20
H -23.75 11.74 19.08
H -11.65 3.61 6.79
C -20.71 2.61 12.55
H -15.43 3.98 6.45
H -32.43 8.68 6.87
C -24.18 9.94 20.20
H -27.43 12.38 4.35
H -20.55 -0.68 21.34
C -24.51 7.69 18.94
H -29.00 13.29 2.50
H -19.49 -3.34 22.14
H -19.79 -2.85 20.49
H -22.48 3.87 12.40
C -22.00 -5.68 15.29
H -23.01 7.33 -1.76
H -20.57 2.70 14.74
C -24.29 -6.39 16.81
H -23.11 -1.10 23.12
H -24.50 9.70 21.21
H -21.53 -5.06 14.53
C -21.78 5.91 10.70
H -13.71 3.09 8.07
H -30.32 7.63 4.35
C -28.01 15.14 2.30
H -11.93 0.75 7.69
H -22.13 -2.27 20.47
H -28.24 7.08 3.44
C -20.66 -1.60 21.91
H -28.27 15.36 5.07
C -9.78 0.32 6.23
H -24.68 -2.61 21.58
H -26.39 15.56 -0.11
H -22.47 8.91 -2.56
H -29.13 5.14 5.56
H -29.18 14.79 0.54
C -28.31 14.30 5.29
H -24.73 14.03 20.49
H -23.12 9.71 20.05
H -23.22 14.58 21.34
H -20.53 -1.18 22.91
H -28.29 6.78 5.83
H -30.16 7.92 6.78
H -21.71 6.51 11.61
H -21.60 -5.45 16.28
H -24.00 12.03 21.97
H -20.19 1.13 14.14
H -21.77 5.90 8.59
H -21.81 -6.74 15.14
H -23.13 9.10 0.35
C -33.45 7.05 5.92
C -24.99 9.18 19.15
H -24.91 9.75 18.22
C -27.32 15.02 -0.28
C -22.19 7.98 -2.08
H -22.43 12.17 21.12
C -23.51 12.34 21.05
C -24.49 -1.54 21.46
H -25.27 11.75 19.79
C -28.23 6.09 3.88
H -25.68 -0.98 23.27
H -22.20 10.52 -0.16
H -21.11 4.59 13.07
H -29.39 14.14 5.29
H -14.40 3.57 5.11
C -12.19 2.67 6.68
C -21.51 6.64 9.34
H -22.84 5.66 10.61
H -23.28 14.03 19.71
H -34.40 7.58 5.87
C -32.26 8.01 6.03
H -21.70 7.40 -2.86
C -20.88 1.97 14.00
H -10.08 -0.54 6.83
O -24.45 -5.66 14.17
H -21.85 9.62 1.38
C -30.91 7.28 6.31
H -9.57 2.45 6.66
H -12.05 2.37 5.64
H -26.48 -0.85 21.67
H -21.92 1.69 14.20
H -26.50 13.73 4.33
C -28.32 15.42 0.75
H -27.19 13.94 -0.29
S -21.09 8.28 -0.59
C -21.40 3.95 12.24
H -27.79 15.25 -1.24
C -22.14 9.55 0.33
H -14.16 1.88 7.00
C -24.25 11.44 20.01
H -28.62 16.46 0.62
H -25.20 7.18 18.27
H -9.47 1.35 8.01
C -25.55 -0.74 22.21
H -24.04 -6.02 17.81
H -28.03 14.13 6.33
H -28.80 5.49 3.16
H -31.10 6.43 6.96
H -19.63 2.61 12.39
H -25.36 -6.57 16.92
H -32.14 8.72 5.20
H -22.20 -3.12 22.05
H -33.53 6.48 6.84
C -13.67 2.85 7.00
H -21.07 1.89 11.81
C -22.04 -2.17 21.55
C -28.94 6.16 5.22
H -19.87 4.89 10.88
C -14.39 3.90 6.15
H -24.47 7.18 19.90
C -30.35 6.78 5.04
C -11.44 1.71 7.58
H -27.18 5.80 3.76
H -27.29 13.10 2.16

## Properties
E_LUMO   0.0165 Eh
HOMO-LUMO gap   0.3400 Eh
Molecular weight   673.34 g/mol